The following is a DFT calculation (ωB97M-V/def2-TZVPD) of 2 unconnected molecules or ions with the total composition C3H8O2S in a non-equilibrium geometry.

Properties
Energy above the lowest of the compared OMol25 structures with the same formula, charge and spin: 14.4 kcal/mol
E_tot: -667.75802 hartree
LUMO energy: 0.857 eV
E_HOMO: -9.09 eV
HOMO-LUMO gap: 9.943 eV
SMILES: O=CO.CCS

```
14
Properties=species:S:1:pos:R:3:forces:R:3:lowdin_charge:R:1
C -1.064 -3.632 -1.360 1.76 -0.14 -0.24 -0.209
C -1.780 -2.844 -2.432 -0.67 -0.33 0.28 -0.624
S -2.372 -1.235 -1.786 -0.28 -0.02 -0.16 0.660
H -0.492 -4.473 -1.776 -0.89 -0.47 -0.21 0.070
H -1.773 -3.934 -0.598 0.23 -0.14 0.20 0.067
H -0.178 -3.142 -0.930 -0.72 0.67 0.30 0.068
H -1.226 -2.689 -3.354 0.22 0.13 0.15 0.058
H -2.652 -3.449 -2.687 -0.05 0.31 -0.26 0.063
H -3.694 -1.514 -1.711 0.41 -0.01 -0.06 -0.153
O 3.578 6.287 2.453 0.07 0.02 -0.19 0.081
C 2.798 5.652 3.089 -0.13 -0.42 0.65 -0.392
O 3.108 4.722 4.019 -0.81 0.04 -0.20 0.072
H 1.704 5.706 3.064 -0.03 0.29 -0.24 0.138
H 4.043 4.544 4.008 0.90 0.07 -0.02 0.102
```
Forces are in eV/Å.